13
Properties=species:S:1:pos:R:3 method="wB97M-V/def2-TZVPD" relative_energy_kcal_mol=26.6 homo_ha=-0.35321
H 0.19 -1.85 -1.06
C -0.06 0.16 -0.03
H 1.05 1.86 -0.97
C 0.50 0.92 -1.21
H -0.37 1.24 -1.86
H 1.90 -0.65 0.64
H 1.14 0.18 -1.72
C 0.82 -0.66 0.83
H -1.84 0.96 0.13
C -0.15 -1.36 -0.12
H -0.94 -1.89 0.38
O -1.05 0.80 0.72
H 0.63 -0.63 1.91